1.
Molecular formula: C19H31F12N3O9PS
Method: DFT, wB97M-V/def2-TZVPD

Properties
- maximum force (eV/Å) = 4.7
- net charge = +1
- E (eV) = -95827.1651
- ΔE to the lowest compared entry with this formula, charge and spin (kJ/mol) = 407.26
- orbital gap (eV) = 7.27

Each line ends with the Löwdin charge.
Atoms and positions in Å:
C: -4.115 3.118 1.784  -0.06
C: -3.882 1.768 0.844  -0.19
O: -2.428 1.695 0.596  -0.22
N: -2.156 0.380 0.352  -0.01
C: -0.614 0.349 0.330  -0.16
N: 0.037 -0.204 1.596  0.12
N: 0.059 0.846 -0.761  -0.06
P: 1.865 0.871 -0.789  0.43
S: 2.628 1.769 0.805  0.16
H: -4.423 2.712 2.853  0.08
H: -3.091 3.694 1.831  0.10
H: -5.005 3.755 1.369  0.09
H: -4.184 0.764 1.403  0.13
H: -4.394 1.852 -0.218  0.14
H: -2.442 0.169 -0.630  0.11
H: -0.587 -0.895 2.068  0.10
H: 0.093 0.623 2.246  0.11
H: -0.525 1.208 -1.573  0.15
H: 2.349 -0.482 -0.956  0.02
H: 2.238 1.743 -1.911  0.00
C: 4.266 -0.571 3.504  -0.08
C: 5.613 0.127 3.482  -0.21
O: 6.630 -0.720 4.037  0.01
C: 7.155 -1.665 3.194  -0.32
O: 6.800 -1.813 2.027  0.14
C: 8.255 -2.461 3.894  -0.47
F: 7.905 -2.846 5.155  0.14
F: 9.406 -1.741 4.022  0.15
F: 8.592 -3.603 3.230  0.14
H: 4.024 -0.907 4.518  0.09
H: 3.476 0.100 3.157  0.03
H: 4.270 -1.460 2.866  0.08
H: 5.571 1.025 4.108  0.13
H: 5.883 0.454 2.471  0.12
C: 3.909 3.737 -7.045  -0.06
C: 3.588 4.558 -5.811  -0.20
O: 2.172 4.596 -5.583  0.02
C: 1.633 3.508 -4.946  -0.33
O: 2.289 2.536 -4.579  0.11
C: 0.134 3.699 -4.726  -0.47
F: -0.504 4.179 -5.832  0.15
F: -0.128 4.585 -3.723  0.15
F: -0.508 2.544 -4.390  0.12
H: 3.355 4.113 -7.912  0.09
H: 4.978 3.772 -7.267  0.09
H: 3.618 2.691 -6.912  0.08
H: 3.913 5.593 -5.964  0.13
H: 4.118 4.183 -4.927  0.13
C: -2.837 -0.499 -4.944  -0.05
C: -2.419 -1.187 -3.657  -0.22
O: -3.239 -2.339 -3.411  0.01
C: -2.892 -3.482 -4.085  -0.32
O: -1.945 -3.556 -4.864  0.15
C: -3.813 -4.638 -3.695  -0.47
F: -5.128 -4.278 -3.672  0.14
F: -3.529 -5.122 -2.452  0.14
F: -3.727 -5.699 -4.546  0.15
H: -3.906 -0.256 -4.920  0.09
H: -2.270 0.423 -5.092  0.07
H: -2.678 -1.148 -5.810  0.09
H: -2.567 -0.506 -2.813  0.09
H: -1.357 -1.457 -3.670  0.12
C: -3.096 -3.789 6.684  -0.06
C: -4.214 -3.396 5.736  -0.20
O: -4.248 -1.972 5.557  0.02
C: -3.357 -1.455 4.653  -0.32
O: -2.558 -2.136 4.014  0.13
C: -3.533 0.057 4.526  -0.47
F: -3.655 0.676 5.735  0.15
F: -4.651 0.385 3.817  0.13
F: -2.490 0.665 3.894  0.12
H: -3.190 -3.250 7.633  0.09
H: -3.118 -4.862 6.885  0.09
H: -2.117 -3.534 6.269  0.08
H: -5.178 -3.685 6.167  0.13
H: -4.126 -3.910 4.772  0.13



2.
Molecular formula: C19H31MoOSi
Method: DFT, wB97M-V/def2-TZVPD

Properties
- 2S+1 = 3
- maximum force (eV/Å) = 4.8
- net charge = -1
- E (eV) = -31979.4299
- orbital gap (alpha / beta) (eV) = 5.20 / 6.46

Each line ends with the Mulliken spin population.
Atoms and positions in Å:
Mo: -0.173 0.046 0.701  0.94
C: 2.166 0.234 1.686  0.16
C: 2.584 -0.596 0.600  -0.04
C: 2.167 -0.004 -0.616  0.02
H: 3.227 -1.469 0.698  0.00
C: 1.509 1.245 -0.317  -0.01
C: 1.542 1.417 1.137  -0.06
H: 1.251 2.304 1.702  0.00
H: 2.371 0.073 2.743  0.01
H: 2.422 -0.342 -1.617  0.01
H: 1.239 2.015 -1.041  0.00
C: -2.310 0.177 1.186  0.01
C: -1.688 1.419 1.594  0.01
C: -1.251 2.096 0.402  -0.07
H: -1.594 1.778 2.609  0.01
C: -1.553 1.267 -0.736  0.08
C: -2.207 0.077 -0.251  0.01
H: -2.639 -0.703 -0.870  0.01
H: -2.776 -0.530 1.849  0.00
H: -0.834 3.094 0.364  0.00
H: -1.468 1.561 -1.771  0.00
O: 0.483 -2.966 -0.968  0.21
C: -0.326 -0.332 -4.849  0.77
C: 0.252 -1.644 -4.104  -0.21
C: 0.529 0.819 -4.360  -0.12
C: -1.807 -0.357 -4.554  -0.01
C: 0.570 -2.760 -2.257  0.12
H: 1.328 -1.655 -4.283  0.01
H: -0.368 -2.474 -4.454  0.00
H: 0.030 -3.605 -2.883  0.06
H: 1.685 -2.725 -2.640  0.02
H: 0.827 1.661 -5.007  0.01
H: 1.424 0.293 -3.997  0.01
H: -0.076 1.191 -3.527  0.08
H: -2.564 -0.354 -5.348  0.02
H: -1.969 0.482 -3.889  0.02
H: -1.845 -1.316 -4.013  -0.01
C: 1.749 -3.028 3.122  0.00
Si: -0.064 -2.624 2.893  0.02
C: -1.089 -4.190 2.973  0.00
C: -0.681 -1.262 3.994  0.01
C: -0.388 -1.988 1.210  -0.08
H: 1.824 -3.430 4.142  0.00
H: 2.418 -2.164 3.029  0.00
H: 2.090 -3.803 2.418  0.00
H: -1.014 -4.567 4.002  0.00
H: -2.139 -3.977 2.726  0.00
H: -0.716 -4.954 2.272  0.00
H: -0.079 -0.346 3.912  0.00
H: -1.731 -1.026 3.771  0.00
H: -0.598 -1.684 5.003  0.00
H: 0.436 -2.693 0.874  0.00
H: -1.346 -2.388 0.821  0.00



3.
Molecular formula: C19H31N2OOs
Method: DFT, wB97M-V/def2-TZVPD

Properties
- 2S+1 = 5
- maximum force (eV/Å) = 3.1
- net charge = +1
- E (eV) = -27687.7246
- ΔE to the lowest compared entry with this formula, charge and spin (kJ/mol) = 0.00
- orbital gap (alpha / beta) (eV) = 6.02 / 7.02

Each line ends with the Mulliken spin population.
Atoms and positions in Å:
C: -0.480 0.838 -4.725  0.76
C: 0.103 2.182 -4.621  0.01
C: 0.352 -0.278 -5.180  0.02
C: -1.938 0.682 -4.672  0.02
H: 0.412 -0.319 -6.284  0.05
H: -0.054 -1.247 -4.851  0.00
H: 1.386 -0.187 -4.811  0.01
H: 0.094 2.712 -5.591  0.05
H: 1.151 2.143 -4.290  0.01
H: -0.463 2.807 -3.914  0.01
H: -2.406 0.855 -5.659  0.05
H: -2.390 1.405 -3.977  0.01
H: -2.227 -0.332 -4.359  0.01
C: 2.033 -0.040 0.904  0.04
C: 2.229 -0.789 -0.272  0.05
C: 1.960 0.116 -1.351  0.05
H: 2.496 -1.841 -0.260  0.01
C: 1.849 1.450 -0.790  0.02
C: 1.922 1.349 0.606  0.11
H: 1.826 2.149 1.360  0.02
H: 2.191 -0.531 1.859  -0.04
H: 2.031 -0.163 -2.403  0.00
H: 1.702 2.378 -1.348  0.02
C: -2.183 -0.989 0.442  0.13
C: -1.144 -1.882 0.857  0.05
C: -0.450 -2.339 -0.316  0.03
H: -0.954 -2.255 1.871  0.01
C: -0.996 -1.619 -1.440  -0.02
C: -2.076 -0.803 -0.947  0.06
H: -2.718 -0.139 -1.538  0.01
H: -2.916 -0.480 1.084  0.04
H: 0.305 -3.105 -0.333  0.00
H: -0.704 -1.734 -2.489  0.02
Os: 0.166 -0.369 -0.200  2.35
C: 2.624 -0.099 3.842  0.00
N: 1.269 -0.018 4.425  0.00
C: 1.330 -0.079 5.877  0.00
C: 0.112 0.077 3.723  0.01
O: 0.159 0.147 2.462  0.03
N: -1.125 0.113 4.307  0.00
C: -1.578 0.116 5.707  0.00
C: -2.296 0.161 3.447  0.00
H: 3.253 -0.046 4.719  0.00
H: 2.869 0.674 3.123  0.00
H: 2.823 -1.042 3.257  0.00
H: 0.940 0.841 6.336  0.00
H: 0.825 -0.975 6.255  0.00
H: 2.394 -0.161 6.151  0.00
H: -2.135 1.055 5.895  0.00
H: -2.234 -0.762 5.836  0.00
H: -0.742 0.055 6.394  0.00
H: -2.232 0.908 2.643  0.00
H: -2.510 -0.831 3.009  0.00
H: -3.121 0.394 4.128  0.00



4.
Molecular formula: C19H31N5O2S
Method: DFT, wB97M-V/def2-TZVPD

Properties
- maximum force (eV/Å) = 19.6
- E (eV) = -42560.2092
- ΔE to the lowest compared entry with this formula, charge and spin (kJ/mol) = 2703.86
- orbital gap (eV) = 8.15

Each line ends with the Löwdin charge.
Atoms and positions in Å:
C: -2.337 3.677 0.610  -0.03
H: -1.440 3.401 -0.171  0.11
H: -1.914 3.500 1.505  0.00
H: -2.465 4.723 0.458  0.04
C: -3.668 2.794 0.009  -0.50
C: -4.158 3.226 -1.218  -0.15
H: -3.402 2.933 -1.805  0.03
H: -5.026 2.793 -1.672  0.08
H: -4.355 4.404 -1.453  0.16
C: -3.580 1.410 0.387  -0.14
H: -3.432 1.482 1.465  0.11
H: -4.709 1.118 0.115  0.16
C: -2.585 0.533 -0.595  -0.27
N: -2.607 -0.622 -0.130  -0.14
C: -2.438 -1.610 -1.430  0.01
H: -3.097 -1.264 -2.015  0.05
H: -2.762 -2.747 -0.974  0.18
C: -0.997 -1.779 -1.638  -0.26
N: -0.106 -2.102 -0.641  -0.16
C: -0.324 -1.203 0.625  0.02
H: 0.251 -1.622 1.258  0.04
C: -1.876 -0.980 1.106  -0.24
C: -2.273 -2.220 1.719  -0.21
H: -1.673 -2.492 2.682  0.17
H: -2.227 -3.016 0.745  0.18
C: -3.612 -2.138 2.178  -0.37
O: -4.643 -2.245 1.167  -0.19
H: -4.262 -1.255 0.498  0.22
H: -4.059 -3.065 2.902  0.17
H: -3.700 -1.307 2.907  0.11
H: -1.781 -0.138 1.620  0.10
H: 0.082 -0.291 0.085  0.14
C: 1.185 -2.566 -0.870  -0.22
C: 2.007 -1.610 -1.373  -0.18
C: 2.205 -1.011 -2.587  0.09
C: 3.152 0.356 -2.376  -0.01
C: 3.388 0.207 -1.247  -0.49
O: 2.698 -0.751 -0.156  -0.08
S: 4.329 1.344 -0.116  1.04
C: 5.519 0.318 0.352  -0.57
N: 5.843 -1.116 -0.002  0.05
N: 6.749 -1.455 0.617  -0.07
C: 7.327 -0.642 1.139  -0.34
N: 6.620 0.393 1.107  -0.10
C: 6.779 1.857 1.653  0.09
H: 6.144 2.023 2.263  -0.04
H: 7.183 2.459 1.026  0.01
H: 7.855 1.560 2.451  0.19
H: 8.360 -0.604 1.563  0.15
H: 3.371 0.877 -3.112  0.04
H: 1.862 -1.249 -3.566  0.09
H: 1.612 -3.002 -0.040  0.12
H: 1.295 -3.307 -1.770  0.19
H: -0.806 -2.534 -2.432  0.14
H: -0.465 -0.820 -1.964  0.14
H: -2.848 0.930 -1.320  0.00
H: -1.631 1.088 -0.422  0.14
H: -4.555 3.356 0.887  0.19



5.
Molecular formula: C19H31N5O3
Method: DFT, wB97M-V/def2-TZVPD

Properties
- maximum force (eV/Å) = 0.1
- E (eV) = -33799.4994
- ΔE to the lowest compared entry with this formula, charge and spin (kJ/mol) = 167.69
- orbital gap (eV) = 9.76
- structure (SMILES) = C[C@@H]1CCOC[C@H]1C(=O)N(C)CCCCC(=O)N1CCc2c(nnn2C)C1

Each line ends with the Löwdin charge.
Atoms and positions in Å:
C: -3.827 -1.506 2.635  -0.05
C: -2.834 -2.608 2.978  -0.34
C: -2.237 -2.412 4.370  -0.14
C: -1.168 -3.451 4.662  -0.20
O: -0.142 -3.420 3.682  -0.12
C: -0.650 -3.706 2.398  -0.16
C: -1.692 -2.670 1.959  -0.19
C: -2.205 -3.075 0.583  -0.43
O: -3.100 -3.903 0.489  0.06
N: -1.608 -2.529 -0.513  -0.09
C: -2.082 -2.896 -1.836  -0.03
C: -0.555 -1.526 -0.463  -0.17
C: -1.087 -0.097 -0.416  -0.17
C: 0.039 0.929 -0.404  -0.19
C: -0.467 2.346 -0.112  -0.11
C: 0.688 3.326 -0.094  -0.45
O: 1.265 3.582 0.950  0.06
N: 1.078 3.896 -1.278  -0.04
C: 2.324 4.657 -1.274  -0.13
C: 3.529 3.732 -1.515  -0.08
C: 3.155 2.836 -2.648  -0.18
C: 1.897 2.680 -3.154  -0.24
N: 1.935 1.790 -4.173  0.06
N: 3.159 1.386 -4.316  0.03
N: 3.910 2.011 -3.399  -0.14
C: 5.336 1.773 -3.344  0.00
C: 0.702 3.384 -2.594  -0.08
H: -3.334 -0.529 2.641  0.08
H: -4.268 -1.664 1.650  0.08
H: -4.638 -1.470 3.365  0.08
H: -3.349 -3.573 2.943  0.15
H: -1.793 -1.414 4.443  0.13
H: -3.023 -2.475 5.128  0.12
H: -0.681 -3.269 5.618  0.12
H: -1.616 -4.455 4.687  0.13
H: 0.205 -3.717 1.720  0.13
H: -1.115 -4.701 2.381  0.14
H: -1.208 -1.691 1.941  0.13
H: -2.896 -3.604 -1.730  0.08
H: -2.438 -2.014 -2.375  0.09
H: -1.276 -3.352 -2.415  0.09
H: 0.103 -1.710 0.386  0.12
H: 0.060 -1.658 -1.357  0.13
H: -1.747 0.076 -1.271  0.12
H: -1.703 0.021 0.480  0.11
H: 0.770 0.665 0.366  0.13
H: 0.574 0.900 -1.359  0.11
H: -1.242 2.635 -0.824  0.12
H: -0.903 2.377 0.886  0.13
H: 2.263 5.396 -2.075  0.13
H: 2.414 5.166 -0.320  0.12
H: 4.418 4.326 -1.741  0.12
H: 3.732 3.156 -0.609  0.13
H: 5.702 2.050 -2.359  0.09
H: 5.521 0.716 -3.516  0.09
H: 5.852 2.359 -4.103  0.09
H: -0.143 2.708 -2.520  0.11
H: 0.396 4.217 -3.234  0.13



6.
Molecular formula: C19H32AsF5N6OS2Sn
Method: DFT, wB97M-V/def2-TZVPD

Properties
- maximum force (eV/Å) = 1.4
- net charge = +2
- E (eV) = -133125.6535
- ΔE to the lowest compared entry with this formula, charge and spin (kJ/mol) = 154.22
- orbital gap (eV) = 6.82

Each line ends with the Löwdin charge.
Atoms and positions in Å:
Sn: -0.138 0.358 -0.397  1.01
N: 3.514 2.853 -0.443  0.11
C: 2.264 2.402 -0.241  -0.79
S: 2.176 0.665 0.155  0.68
N: 1.266 3.204 -0.276  0.03
N: 0.017 2.593 -0.118  -0.11
C: -0.909 3.454 0.127  -0.02
C: -2.247 3.138 0.534  -0.14
C: -3.109 4.209 0.812  -0.01
C: -4.355 3.995 1.355  -0.05
C: -4.734 2.689 1.650  -0.04
C: -3.892 1.622 1.393  -0.02
C: -2.645 1.824 0.802  -0.29
O: -1.913 0.725 0.475  -0.34
H: 4.311 2.247 -0.415  0.09
H: 3.638 3.827 -0.671  0.13
H: -0.614 4.499 0.088  0.15
H: -2.768 5.214 0.599  0.13
H: -5.018 4.822 1.562  0.12
H: -5.706 2.499 2.088  0.12
H: -4.211 0.618 1.627  0.08
N: 2.608 -1.469 2.528  0.19
C: 2.326 -2.834 3.083  -0.26
C: 1.089 -2.723 3.965  -0.09
C: -0.176 -2.381 3.173  -0.34
N: -0.137 -0.976 2.695  0.04
C: -0.359 -3.346 1.999  -0.11
C: 0.863 -3.581 1.104  -0.34
N: 0.982 -2.488 0.092  0.01
C: 2.109 -3.832 1.954  -0.09
H: 3.041 -0.856 3.220  0.17
H: 1.709 -1.029 2.244  0.05
H: 3.221 -1.496 1.714  0.13
H: 3.201 -3.111 3.668  0.16
H: 1.249 -2.005 4.775  0.13
H: 0.937 -3.694 4.439  0.14
H: -1.020 -2.523 3.854  0.14
H: -0.094 -0.338 3.487  0.11
H: -1.013 -0.754 2.230  0.03
H: -1.170 -2.992 1.360  0.06
H: -0.671 -4.308 2.412  0.14
H: 0.679 -4.507 0.552  0.15
H: 0.192 -2.630 -0.533  -0.04
H: 1.799 -2.663 -0.492  0.09
H: 3.002 -3.934 1.330  0.13
H: 1.967 -4.796 2.447  0.14
F: 1.249 1.441 -2.697  0.05
C: 0.081 0.768 -2.578  -0.50
F: -0.926 1.574 -2.966  0.09
C: 0.187 -0.439 -3.545  -0.63
F: 0.805 -1.448 -2.877  0.09
F: -1.003 -0.863 -3.939  0.14
F: 0.913 -0.146 -4.607  0.21
C: -3.974 -3.927 -0.534  -0.23
As: -3.630 -2.083 -0.146  0.82
C: -5.108 -1.095 -0.849  -0.21
C: -3.632 -1.976 1.776  -0.23
S: -1.829 -1.583 -1.203  0.38
H: -4.903 -4.228 -0.051  0.06
H: -3.146 -4.527 -0.163  0.04
H: -4.062 -4.053 -1.611  0.05
H: -6.017 -1.429 -0.348  0.06
H: -5.169 -1.313 -1.914  0.06
H: -4.955 -0.029 -0.699  0.04
H: -4.651 -1.780 2.111  0.06
H: -2.983 -1.173 2.109  0.01
H: -3.309 -2.936 2.171  0.04



Question: What is the E in the first record?
Answer: -95827.1651 eV



Question: Among the records above, which one has the lowest maximum force?
Answer: C19H31N5O3



Question: What is the maximum force in the first record?
Answer: 4.7 eV/Å